P) # C3H8O3

A 3-piece molecular cluster, C3H8O3 overall (ωB97M-V/def2-TZVPD, the OMol25 dataset).

Results
LUMO energy: -4.577 eV
frontier orbital gap: 4.141 eV

The geometry in ORCA input format:
```
! wB97M-V def2-TZVPD RIJCOSX def2/J DEFGRID3
* xyz 0 1
O -2.13696 0.97140 0.65493
C -2.06354 0.32785 -0.43466
C -0.84404 -0.12907 -1.07907
C 0.38896 0.35418 -0.46403
O 1.54235 -0.52518 -1.00209
H -2.99326 -0.04906 -0.91099
H -0.88573 -0.44940 -2.09229
H 0.07400 -2.02430 1.78222
H 0.31555 0.23592 0.59695
H 0.69419 1.38136 -0.77980
H 2.07242 -0.79207 -0.20900
H 2.43766 0.14459 2.31462
H 0.49349 -2.59377 1.90023
O 2.20754 -0.34260 1.50524
*
```

Calculated atomic charges, method Mulliken, unit e: O -0.422; C -0.021; C -0.042; C -0.159; O -0.552; H 0.331; H 0.373; H -0.202; H 0.277; H 0.307; H 0.427; H 0.210; H 0.198; O -0.726

***

Q) # C3H8O3

A 2-piece molecular cluster, C3H8O3 overall (ωB97M-V/def2-TZVPD, the OMol25 dataset).

Results
LUMO energy: 0.540 eV
frontier orbital gap: 10.848 eV
SMILES: CC(=O)O.CO

The geometry in ORCA input format:
```
! wB97M-V def2-TZVPD RIJCOSX def2/J DEFGRID3
* xyz 0 1
C -0.62830 -1.04323 -0.45554
C -1.56293 0.10902 -0.14750
O -1.61793 1.21603 -0.58204
O -2.43276 -0.29503 0.83287
H 0.36832 -0.79057 -0.97955
H -0.22454 -1.55196 0.50673
H -1.23792 -1.78657 -1.01575
H -3.10179 0.50070 0.78449
C 2.84952 0.72587 0.32250
O 2.75179 -0.62820 0.01830
H 3.83968 1.00198 0.70220
H 2.67814 1.21851 -0.74429
H 2.07884 0.94169 1.11070
H 2.04072 -0.62614 -0.83436
*
```

Calculated atomic charges, method Mulliken, unit e: C -0.626; C 0.681; O -0.533; O -0.470; H -0.058; H 0.311; H 0.323; H 0.351; C -0.474; O -0.503; H 0.235; H 0.252; H 0.169; H 0.343

***

Stability, lowest: P)

***

P) # C6H12N2S

A 2-piece molecular cluster, C6H12N2S overall (ωB97M-V/def2-TZVPD, the OMol25 dataset).

Results
LUMO energy: 0.611 eV
frontier orbital gap: 9.178 eV
SMILES: Cc1c[nH]cn1.CCS

The geometry in ORCA input format:
```
! wB97M-V def2-TZVPD RIJCOSX def2/J DEFGRID3
* xyz 0 1
C -0.31907 3.12593 -0.01197
C 0.33647 2.13372 0.67726
C 0.81492 0.86290 0.45378
N 1.48825 0.47013 1.59223
C 1.36175 1.45653 2.58670
N 0.73721 2.54241 2.12910
H 0.35860 4.05131 0.21066
H -1.37764 3.34220 0.18332
H -0.52038 2.84116 -1.11255
H 0.81464 0.08584 -0.32921
H 1.69723 -0.52967 1.77999
H 1.91911 1.30834 3.52343
C 0.47725 -1.75181 -2.20620
C -0.95132 -1.47325 -1.92274
S -1.73376 -3.01054 -1.03439
H 0.74508 -2.82069 -2.46577
H 1.32445 -1.43305 -1.53942
H 0.84332 -1.22632 -3.12329
H -1.16175 -0.51398 -1.40939
H -1.44741 -1.37069 -2.94015
H -1.35321 -2.77765 0.26225
*
```

Calculated atomic charges, method Mulliken, unit e: C -0.940; C 0.899; C -0.099; N -0.104; C -0.110; N -0.628; H 0.232; H 0.267; H 0.250; H -0.337; H 0.254; H 0.344; C -0.897; C -0.338; S -0.227; H 0.319; H 0.191; H 0.282; H 0.226; H 0.294; H 0.122

***

Q) # C6H12N2S

C6H12N2S in the gas phase (ωB97M-V/def2-TZVPD, the OMol25 dataset).

Results
LUMO energy: 0.661 eV
frontier orbital gap: 8.221 eV

The geometry in ORCA input format:
```
! wB97M-V def2-TZVPD RIJCOSX def2/J DEFGRID3
* xyz 0 1
C 2.39682 -1.01626 0.35747
C 0.95068 -1.44944 0.51716
C 0.51490 0.83244 -0.19338
C 0.42086 1.58800 -1.52464
C 0.52192 1.72603 0.99891
C -2.25010 -1.17297 -1.15885
N 2.69341 0.06362 -0.15843
N 0.04789 -0.50171 -0.17190
S -0.57176 -1.01213 -1.66602
H 3.19395 -1.55873 0.94221
H 0.65457 -2.38697 0.17757
H 0.71029 -1.31994 1.54562
H -0.48063 2.15607 -1.74494
H 0.56369 0.87884 -2.40066
H 1.16578 2.35777 -1.52801
H 0.54716 1.17705 1.91705
H -0.47382 2.22691 1.18584
H 1.47537 2.36782 1.04638
H -2.96131 -0.56103 -1.73722
H -2.33926 -0.90452 -0.09868
H -2.63285 -2.18052 -1.32156
*
```

Calculated atomic charges, method Mulliken, unit e: C 0.086; C -0.959; C 0.702; C -1.286; C -1.414; C -0.763; N -0.617; N 0.159; S -0.085; H 0.365; H 0.449; H 0.366; H 0.338; H 0.401; H 0.363; H 0.366; H 0.338; H 0.344; H 0.280; H 0.278; H 0.287

***

Stability, lowest: Q)

***

P) # C3H7NO3

C3H7NO3 in the gas phase (ωB97M-V/def2-TZVPD, the OMol25 dataset).

Results
LUMO energy: 0.022 eV
frontier orbital gap: 11.051 eV
SMILES: CC(C)(O)[N+](=O)[O-]

The geometry in ORCA input format:
```
! wB97M-V def2-TZVPD RIJCOSX def2/J DEFGRID3
* xyz 0 1
C -0.95914 -0.81572 -0.62352
C -0.01598 0.01760 0.08771
C -0.13164 1.58691 -0.08415
O 1.49351 -0.34715 -0.70798
N 0.56390 -0.28296 1.44341
O 1.03647 0.51253 2.18709
O 0.52576 -1.46441 1.70367
H -1.93447 -0.66496 -0.37270
H -0.74417 -1.96457 -0.40066
H -0.76109 -0.77137 -1.67886
H 0.51072 1.76886 -0.93822
H 0.29382 1.99504 0.76089
H -1.17411 1.71891 -0.41791
H 1.29642 -1.28871 -0.95879
*
```

Calculated atomic charges, method Mulliken, unit e: C -1.442; C 0.950; C -1.421; O -0.599; N 1.034; O -0.592; O -0.583; H 0.471; H 0.320; H 0.419; H 0.327; H 0.463; H 0.333; H 0.319

***

Q) # C3H7NO3

A 2-piece molecular cluster, C3H7NO3 overall (ωB97M-V/def2-TZVPD, the OMol25 dataset).

Results
LUMO energy (spin up / spin down): -1.669 / -1.669 eV
frontier orbital gap (spin up / spin down): 7.662 / 7.663 eV

The geometry in ORCA input format:
```
! wB97M-V def2-TZVPD RIJCOSX def2/J DEFGRID3
* xyz 0 1
C 0.24257 -1.27275 -1.05094
C 0.20941 -0.95311 1.35233
N -0.42949 -0.73901 0.09192
C -0.65133 1.73852 -0.24010
O 0.45851 1.09643 -0.14014
O -0.53402 3.08799 -0.40933
O -1.77834 1.23096 -0.18705
H 0.41397 3.28300 -0.43631
H -0.04034 -2.34035 -1.05729
H -0.19069 -0.84898 -1.95736
H -0.24679 -0.30880 2.10442
H 1.29545 -0.83658 1.34449
H 1.32842 -1.15433 -1.04439
H -0.07733 -1.98299 1.62976
*
```

Calculated atomic charges, method Mulliken, unit e: C -0.674; C -0.674; N 0.013; C 0.770; O -0.539; O -0.456; O -0.580; H 0.320; H 0.357; H 0.257; H 0.257; H 0.296; H 0.295; H 0.357

***

R) # C3H7NO3

C3H7NO3 in the gas phase (ωB97M-V/def2-TZVPD, the OMol25 dataset).

Results
LUMO energy: 0.105 eV
frontier orbital gap: 10.019 eV
SMILES: O=CN(O)CCO

The geometry in ORCA input format:
```
! wB97M-V def2-TZVPD RIJCOSX def2/J DEFGRID3
* xyz 0 1
O -0.09539 0.09683 -2.21422
C -0.75013 -0.76922 -1.41590
N -0.69108 -0.34424 -0.17402
O -0.70390 -1.21449 1.01236
C -0.20380 1.07763 0.05463
C 1.24235 1.03802 0.55592
O 1.28346 0.13503 1.71690
H -1.66731 -1.65794 -1.57347
H -1.70281 -1.27735 1.23202
H -0.84533 1.77370 -0.84171
H -0.65198 1.07589 1.11932
H 1.73753 2.05087 0.82902
H 1.83448 0.74260 -0.30808
H 0.52903 -0.51563 1.47278
*
```

Calculated atomic charges, method Mulliken, unit e: O -0.593; C 0.116; N 0.126; O -0.373; C -0.620; C -0.382; O -0.615; H 0.215; H 0.377; H 0.324; H 0.385; H 0.292; H 0.248; H 0.501

***

S) # C3H7NO3

C3H7NO3 in the gas phase (ωB97M-V/def2-TZVPD, the OMol25 dataset).

Results
LUMO energy: 0.268 eV
frontier orbital gap: 10.065 eV
SMILES: N[C@@H](CO)C(=O)O

The geometry in ORCA input format:
```
! wB97M-V def2-TZVPD RIJCOSX def2/J DEFGRID3
* xyz 0 1
N 1.07590 -1.57659 -0.13341
C 0.25230 -0.47313 0.39285
C 0.60531 0.89331 -0.35729
O -0.32517 1.89739 -0.16925
C -1.22699 -0.77661 0.18934
O -1.55147 -1.89518 -0.11156
O -2.08680 0.20318 0.70371
H 0.62165 -2.42230 -0.48474
H 1.45657 -1.04454 -0.95976
H 0.25751 -0.31291 1.43510
H 0.68508 0.68417 -1.44548
H 1.67044 1.06505 0.10331
H 0.17641 2.66434 0.05112
H -1.61073 1.09383 0.78606
*
```

Calculated atomic charges, method Mulliken, unit e: N -0.628; C 0.022; C -0.456; O -0.519; C 0.502; O -0.558; O -0.530; H 0.324; H 0.257; H 0.301; H 0.250; H 0.315; H 0.336; H 0.383

***

Stability, lowest: R)

***

P) # C3H7NO3

C3H7NO3 as an isolated structure (ωB97M-V/def2-TZVPD, the OMol25 dataset).

Results
LUMO energy: 0.015 eV
frontier orbital gap: 8.944 eV

The geometry in ORCA input format:
```
! wB97M-V def2-TZVPD RIJCOSX def2/J DEFGRID3
* xyz 0 1
C 0.49027 0.47561 0.26686
C 1.10105 1.60476 -0.45122
C -0.46191 -0.40397 -0.46992
N 0.74782 -1.38252 0.17473
O -1.74778 0.12199 0.13282
O -2.21918 -0.74784 1.18746
O -0.62189 -0.68713 -1.65648
H -2.67653 -1.44496 0.68477
H 0.28302 0.61423 1.33187
H 0.69030 -1.73553 1.12293
H 0.78220 -2.15150 -0.48173
H 1.99176 1.96632 0.06242
H 0.36145 2.41630 -0.40908
H 1.27944 1.35426 -1.49543
*
```

Calculated atomic charges, method Mulliken, unit e: C 0.188; C -1.138; C 0.688; N -0.582; O -0.212; O -0.396; O -0.701; H 0.332; H 0.264; H 0.246; H 0.298; H 0.333; H 0.325; H 0.356

***

Q) # C3H7NO3

A 2-piece molecular cluster, C3H7NO3 overall (ωB97M-V/def2-TZVPD, the OMol25 dataset).

Results
LUMO energy (spin up / spin down): -0.947 / -0.947 eV
frontier orbital gap (spin up / spin down): 10.008 / 10.009 eV
SMILES: C=C(C)[N+](=O)[O-].O

The geometry in ORCA input format:
```
! wB97M-V def2-TZVPD RIJCOSX def2/J DEFGRID3
* xyz 0 1
C 0.23956 0.25083 -1.57132
C 0.68656 0.57751 -0.34157
C -0.28666 0.93158 0.78340
N 1.92732 0.07828 0.05269
O 2.31602 0.20665 1.19092
O 2.57763 -0.44005 -0.83306
H -0.75997 0.50928 -1.82729
H 0.76440 -0.33958 -2.29620
H -0.17004 0.18099 1.52852
H -1.34103 0.87528 0.55614
H 0.06826 1.95731 1.20512
O -0.49430 -2.19148 0.39404
H -0.11049 -2.20337 -0.47748
H -0.73322 -1.32930 0.65099
*
```

Calculated atomic charges, method Mulliken, unit e: C -0.669; C 0.186; C -1.323; N 1.097; O -0.590; O -0.615; H 0.300; H 0.364; H 0.543; H 0.422; H 0.276; O -0.619; H 0.337; H 0.290

***

Stability, lowest: P)

***

P) # CH4NOP

CH4NOP in the gas phase (ωB97M-V/def2-TZVPD, the OMol25 dataset).

Results
LUMO energy (spin up / spin down): -0.368 / -0.367 eV
frontier orbital gap (spin up / spin down): 8.303 / 8.302 eV
SMILES: [H]/N=C/PO

The geometry in ORCA input format:
```
! wB97M-V def2-TZVPD RIJCOSX def2/J DEFGRID3
* xyz 0 1
H 2.77946 0.08812 -0.07850
N 1.97913 -0.57918 -0.09710
C 0.68621 0.30170 -0.09888
P -0.72598 -0.74748 -0.28580
O -2.10207 0.04318 0.10260
H 0.57520 1.41278 -0.26286
H -0.88306 -1.37010 0.95184
H -2.30888 0.85098 -0.23130
*
```

Calculated atomic charges, method Mulliken, unit e: H 0.214; N -0.507; C 0.038; P 0.114; O -0.466; H 0.261; H 0.054; H 0.292

***

Q) # CH4NOP

CH4NOP as an isolated structure (ωB97M-V/def2-TZVPD, the OMol25 dataset).

Results
LUMO energy (spin up / spin down): -0.788 / -0.788 eV
frontier orbital gap (spin up / spin down): 8.295 / 8.296 eV

The geometry in ORCA input format:
```
! wB97M-V def2-TZVPD RIJCOSX def2/J DEFGRID3
* xyz 0 1
C 1.51935 0.34744 0.07473
N -2.79149 -0.49427 -0.13039
O 0.42292 -0.52600 -0.00901
P -1.63469 0.38084 0.25854
H 1.96990 0.72269 -0.94710
H 2.24574 -0.20115 0.59654
H 0.94523 1.25649 0.51567
H -2.67696 -1.48605 -0.35898
*
```

Calculated atomic charges, method Mulliken, unit e: C -0.265; N -0.382; O -0.605; P 0.498; H 0.153; H 0.189; H 0.107; H 0.305

***

Stability, lowest: P)

***

P) # CH4NOP

A 2-piece molecular cluster, CH4NOP overall (ωB97M-V/def2-TZVPD, the OMol25 dataset).

Results
LUMO energy: 0.415 eV
frontier orbital gap: 10.468 eV
SMILES: C#[N+][O-].P

The geometry in ORCA input format:
```
! wB97M-V def2-TZVPD RIJCOSX def2/J DEFGRID3
* xyz 0 1
C 1.91288 -0.02316 0.21076
N 1.33382 0.96360 -0.08153
O 0.95283 2.10211 -0.10950
H 1.87193 -1.01544 -0.11867
P -1.20991 -0.49795 -0.47356
H -2.55921 -0.39123 -0.61542
H -1.26988 -1.46581 0.46297
H -1.03247 0.32788 0.72494
*
```

Calculated atomic charges, method Mulliken, unit e: C -0.178; N 0.343; O -0.496; H 0.315; P -0.158; H 0.053; H 0.050; H 0.071

***

Q) # CH4NOP

A 2-piece molecular cluster, CH4NOP overall (ωB97M-V/def2-TZVPD, the OMol25 dataset).

Results
LUMO energy: 0.925 eV
frontier orbital gap: 10.783 eV
SMILES: C#[N+][O-].P

The geometry in ORCA input format:
```
! wB97M-V def2-TZVPD RIJCOSX def2/J DEFGRID3
* xyz 0 1
C 1.52841 -1.19747 0.14280
N 1.32693 -0.74762 -0.89084
O 0.91823 -0.15926 -1.83571
H 2.11193 -1.68142 0.99784
P -0.94808 0.53388 0.34164
H -2.31811 0.34276 0.88964
H -0.84658 1.70723 1.05523
H -1.77273 1.20190 -0.70059
*
```

Calculated atomic charges, method Mulliken, unit e: C -0.109; N 0.415; O -0.596; H 0.311; P -0.251; H 0.081; H 0.067; H 0.082

***

R) # CH4NOP

CH4NOP in the gas phase (ωB97M-V/def2-TZVPD, the OMol25 dataset).

Results
LUMO energy: 0.781 eV
frontier orbital gap: 10.437 eV
SMILES: O=CNP

The geometry in ORCA input format:
```
! wB97M-V def2-TZVPD RIJCOSX def2/J DEFGRID3
* xyz 0 1
O 0.98437 0.20635 1.30859
C 0.93569 0.64470 0.21753
N -0.01635 0.23959 -0.63380
P -1.24678 -0.97418 -0.24647
H 1.64457 1.34421 -0.17212
H 0.15209 0.55959 -1.75419
H -0.27224 -1.62811 0.61765
H -2.18135 -0.39213 0.66281
*
```

Calculated atomic charges, method Mulliken, unit e: O -0.509; C 0.083; N -0.325; P -0.048; H 0.361; H 0.303; H 0.074; H 0.060

***

Stability, lowest: Q)